{"formula": "C56H62BrCrF5N6O2P", "method": "wB97M-V/def2-TZVPD", "total_energy_ev": -193453.649, "s2": 3.8188, "spin_multiplicity": 4, "e_above_lowest_kcal_mol": 0.0, "homo_lumo_gap_ev": [7.323, 8.072], "elements": ["C", "H", "C", "H", "H", "H", "C", "N", "C", "H", "C", "H", "H", "H", "H", "H", "C", "H", "N", "H", "H", "C", "H", "F", "H", "H", "N", "C", "H", "H", "P", "C", "C", "C", "C", "C", "C", "C", "H", "H", "C", "H", "C", "H", "H", "H", "O", "H", "C", "C", "H", "H", "C", "H", "C", "C", "H", "C", "H", "C", "C", "H", "H", "C", "O", "C", "C", "H", "C", "H", "H", "C", "C", "C", "C", "C", "H", "N", "C", "H", "H", "H", "C", "C", "H", "H", "F", "C", "H", "H", "N", "Br", "C", "C", "C", "C", "H", "H", "C", "H", "H", "H", "C", "H", "H", "C", "C", "H", "C", "C", "H", "N", "H", "C", "C", "F", "C", "H", "C", "C", "H", "C", "C", "H", "F", "H", "H", "H", "H", "H", "C", "F", "H", "Cr"], "xyz": [[-0.05582, 3.00156, -1.00078], [3.40080, 1.30288, -0.69275], [5.84948, 5.28060, -2.03750], [-1.61313, 2.68904, -5.61295], [-5.99562, 2.81873, -0.27542], [-4.52422, 2.49316, -1.19386], [-4.17226, -4.86951, 4.88553], [-2.50395, 1.18606, 0.23912], [5.48820, 4.26092, -2.91783], [-2.06004, -5.81402, -2.70631], [5.47757, 5.25604, -0.71004], [1.41974, 1.68200, 0.24642], [-4.76971, -2.20386, 2.90080], [-2.31699, 2.79714, -2.50775], [0.78034, -7.59321, -0.06869], [0.83376, 0.05508, -5.55280], [0.34200, -6.71205, -0.51712], [-0.14036, 4.75141, 0.22024], [0.07901, -1.90522, -0.31437], [1.51741, 5.99056, -1.14158], [-5.35520, 1.16824, -0.32279], [4.90367, -2.61041, 0.63562], [1.59628, -5.36230, 0.56023], [-5.86956, -6.51185, 5.07664], [-5.95697, -3.80822, 4.35867], [1.87612, -0.46513, -1.40354], [-4.30786, 2.57302, 0.88686], [2.60256, -2.10353, 1.07066], [2.50657, 4.90634, -3.12415], [2.88444, -4.15668, -1.59882], [-0.28510, 0.74305, -2.55308], [-4.88726, -3.87238, 4.22805], [0.80034, -5.45667, -0.16462], [-2.83901, -3.06448, 3.24578], [-4.22604, -2.97776, 3.41845], [-2.49080, 4.07942, 2.37380], [3.84151, 2.19771, 3.20356], [1.07202, -0.29967, -3.41068], [-2.35757, -0.58487, -4.17210], [-0.68985, -1.58551, 4.03556], [-5.13165, 2.70813, 2.07529], [2.08340, 1.05529, -4.80328], [4.72182, 4.17418, -0.26994], [-1.00838, 1.07743, 2.16506], [0.02740, 2.12536, -5.34494], [2.36252, -0.65457, -5.06201], [0.61078, -0.40471, 3.08848], [1.82437, -1.61889, 1.63633], [3.63260, 2.72862, 0.86879], [0.25803, -1.10294, 4.26312], [5.27404, -3.88802, -1.04036], [-1.06381, -4.13645, 3.79306], [-1.25547, -5.71478, -1.99205], [-2.83515, 0.60230, -5.38114], [-2.67304, -1.58463, -0.77897], [0.76173, -2.96803, -0.34211], [1.01158, -1.85861, 4.50239], [-2.64864, 1.99976, -3.17213], [-1.24949, -3.59112, -2.09290], [-1.46594, 1.38562, -3.92579], [1.78395, 4.37539, -2.52164], [4.22777, -1.37336, 2.25235], [-1.31396, 1.98123, 3.66877], [-2.79328, -4.96370, 4.73424], [1.25402, 0.94344, 0.85431], [-2.13331, -4.06681, 3.92026], [4.52109, -3.39094, -0.44436], [2.93542, -1.11208, -2.65536], [3.93823, -1.97068, 1.39859], [2.77801, 0.63679, -2.48948], [-2.77964, 4.15560, 3.42589], [3.51237, 1.46927, 4.31342], [-0.80086, -4.45899, -1.63901], [1.60521, 0.08108, -4.78954], [0.49368, -1.71326, -3.50689], [1.69381, 0.41278, 3.14954], [-1.24398, -0.13706, -5.47386], [3.64029, 2.24321, -0.42475], [2.23997, -0.30654, -2.42169], [-3.22631, 0.83687, -0.37973], [-1.54918, 4.62521, 2.24764], [-0.23929, 2.66902, 2.43485], [-2.19268, -2.16715, 2.36728], [-4.93017, -5.81998, 5.75703], [-5.90052, 1.93143, 2.08395], [5.94964, -2.50986, 0.88718], [-2.82900, -1.26368, -2.11917], [1.23357, 4.98302, -1.40598], [-3.35646, 2.42396, -3.88368], [-4.53747, 2.59717, 2.97582], [4.24980, 3.87875, 0.97487], [4.51757, 1.66215, 5.91228], [-1.66194, -1.39571, 1.58831], [-0.68028, -6.84789, -1.44225], [-0.87635, 2.45663, -4.84398], [-5.07783, 2.23051, -0.29109], [-0.21830, -1.80536, -4.32247], [4.48549, 2.37713, -3.18217], [-1.14423, 2.07311, 2.59035], [-2.68420, -2.68340, -0.72451], [-0.78661, 2.46970, -0.40549], [-3.24849, 4.54876, 1.75270], [0.24211, -4.30429, -0.72523], [-2.24353, -5.73534, 5.25041], [6.45127, 6.09730, -2.40711], [3.18249, -3.54234, -0.76065], [1.40709, 3.09342, -2.88345], [-0.66368, 3.37528, -4.30253], [3.12047, 2.00742, 2.01379], [4.74384, 3.17353, -2.50004], [1.83907, 2.66761, -3.77339], [-2.28239, 2.70715, 1.97968], [0.13572, -0.42304, 5.11233], [0.47589, 2.38031, -2.13307], [4.36434, 3.14237, -1.17104], [-3.86789, -1.18066, -0.21786], [2.46230, 0.56215, 4.29771], [1.29214, -2.43460, -3.67605], [2.03109, 1.12331, 1.98254], [-3.01666, 2.09021, 1.01749], [2.25599, -0.01263, 5.18263], [-1.99776, 0.23614, -4.78465], [2.20854, -2.89716, -0.00232], [-3.16224, 1.23416, -2.59603], [-5.60292, -5.18407, 6.74306], [5.76988, 6.02647, -0.01589], [4.65576, 2.90228, 3.20068], [-0.00174, -1.97440, -2.57555], [-5.62420, 3.68256, 2.08395], [-1.02687, -7.82801, -1.73474], [0.31439, 4.28565, -0.64169], [-4.15753, -6.73450, 6.36226], [5.81513, 4.31599, -3.94499], [-1.06691, -0.53760, -0.07613]], "forces_ev_per_a": [[-0.0621, -0.1331, 0.0306], [-0.0329, -0.0720, -0.0091], [0.0982, 0.2405, 0.0820], [-0.1051, 0.0010, -0.0775], [0.0450, -0.0035, -0.0330], [-0.0492, -0.0774, 0.0466], [0.0999, -0.0164, 0.0100], [0.0439, -0.1998, -0.2766], [-0.0469, -0.2497, -0.1025], [-0.0550, 0.0195, -0.0689], [-0.0946, -0.0831, 0.0139], [-0.1457, -0.0309, -0.0263], [-0.0332, 0.0839, -0.0951], [-0.0480, 0.0646, 0.1135], [0.0462, -0.0188, 0.0271], [-0.0426, 0.0218, -0.0950], [-0.0319, -0.1806, 0.0265], [0.0014, 0.0317, 0.1362], [1.4387, -1.0980, -0.1065], [0.0500, 0.0716, 0.0510], [0.0279, 0.0361, -0.0169], [0.0547, -0.0229, -0.0055], [0.0606, 0.0009, 0.0285], [0.0387, 0.0684, -0.1988], [-0.1094, 0.0129, -0.0002], [0.1184, -0.0242, 0.1097], [0.1414, -0.0794, -0.1437], [-0.1408, -0.1433, -0.1146], [0.0695, 0.0317, -0.0128], [0.0002, -0.0781, -0.0674], [0.4799, 0.3639, -0.9020], [0.0904, -0.1851, 0.1521], [-0.0525, 0.1821, -0.0005], [-0.2861, -0.3711, 0.2545], [0.0585, -0.0295, 0.0507], [-0.0087, 0.1280, 0.0026], [-0.1032, -0.0764, -0.1389], [-0.1843, 0.0741, 0.2335], [-0.0313, -0.0998, -0.0092], [0.1479, 0.0730, 0.0720], [-0.0734, 0.0383, 0.1019], [0.0635, 0.1040, -0.0744], [-0.0816, -0.5426, -0.8027], [0.0104, 0.2137, 0.2501], [0.1178, 0.0029, -0.0664], [0.0788, -0.0829, -0.0503], [0.4147, 0.4588, -0.2716], [-0.0547, 0.0550, 0.0804], [0.3697, 0.6316, -0.7969], [-0.1469, -0.2009, 0.1859], [0.0392, -0.0272, -0.0432], [0.0977, -0.0142, -0.0675], [-0.0612, -0.1068, -0.0835], [-0.0385, 0.0430, -0.0467], [-0.0457, -0.1610, 0.2420], [-0.4577, 0.6962, -0.1002], [0.0181, 0.0068, 0.0501], [0.1416, -0.0941, 0.0111], [-0.0334, 0.1773, -0.0259], [-0.1581, -0.2004, 0.2618], [-0.0386, 0.0884, -0.0997], [0.0295, 0.0816, 0.0682], [0.0854, -0.0380, -0.0048], [-0.3553, -0.0832, 0.1599], [0.3707, 0.0736, 0.4258], [-0.0468, 0.2066, -0.1281], [0.1848, -0.0077, -0.0723], [0.0577, -0.0884, -0.0555], [0.0784, 0.0645, 0.0493], [0.0932, 0.1374, 0.0206], [-0.0440, 0.0469, 0.0121], [-0.0044, -0.0811, 0.1293], [0.1235, 0.1638, 0.1167], [-0.1338, 0.1257, 0.1337], [-0.2011, 0.0521, 0.1700], [-0.1022, -0.1594, 0.1625], [0.0316, -0.0519, -0.0443], [-0.0451, 0.0568, 0.4718], [-0.1702, 0.0474, 0.0925], [-0.0822, -0.1808, 0.1903], [-0.0506, 0.0166, 0.0424], [0.0104, -0.0446, -0.0238], [0.4363, 0.5626, -0.3911], [-0.3277, -0.2468, 0.2881], [-0.0220, -0.0349, 0.0313], [0.0752, 0.0121, 0.0102], [-0.0503, 0.0071, -0.8332], [0.0128, -0.0058, 0.0144], [-0.0752, 0.0610, -0.1160], [0.0358, 0.0341, 0.0404], [-0.3546, -0.1890, 0.6544], [-0.0388, 0.0173, -0.0825], [-0.2381, -0.3870, 0.4734], [-0.0006, -0.0092, 0.0288], [0.0041, -0.0508, 0.1935], [0.0567, -0.0220, -0.1896], [-0.0916, 0.0020, -0.0765], [-0.0332, -0.0683, -0.0952], [0.1035, -0.3435, -0.0832], [0.2174, 0.3719, 0.1351], [-0.0403, 0.0116, -0.0023], [-0.0024, -0.0027, 0.0354], [-0.1776, -0.5112, -0.1354], [0.0188, -0.0746, 0.0441], [0.0322, 0.0932, -0.0256], [-0.1902, 0.0548, 0.0776], [0.0524, -0.0697, 0.0140], [0.0213, 0.0566, -0.0291], [-0.4607, -0.7860, 0.7764], [0.1261, -0.1181, -0.1981], [0.0387, -0.0655, -0.0695], [-0.0400, 0.0072, 0.1697], [-0.0055, -0.0164, -0.0534], [-0.1217, -0.3132, 0.1890], [0.3082, 0.5217, 0.2142], [-0.6104, 0.0797, 0.1439], [-0.0001, 0.0893, -0.1821], [0.1534, -0.0693, -0.0455], [0.1761, 0.3731, -0.2103], [0.1203, 0.1595, -0.2704], [-0.0956, -0.0554, 0.0738], [0.0931, -0.0559, 0.1299], [0.4634, 0.0548, 0.1431], [-0.0802, -0.0465, 0.0744], [0.0621, 0.1752, -0.0314], [0.0352, 0.1491, 0.0668], [0.0870, 0.0322, 0.0089], [-0.0107, -0.1015, -0.1231], [-0.0346, 0.0007, 0.0815], [-0.0372, -0.0867, 0.0129], [0.0020, 0.1763, 0.0368], [0.2643, 0.0228, -0.0622], [0.0138, -0.0138, -0.1106], [-1.3099, 0.9616, -0.2563]]}